{
  "formula": "C13H38F6N4O9S2",
  "method": "ωB97M-V/def2-TZVPD",
  "mol_weight_g_mol": 572.59,
  "e_above_lowest_kcal_mol": 15.6,
  "orbital_gap_ev": 9.283,
  "lumo_energy_ev": -0.29,
  "e_homo_ev": -9.57,
  "species": ["N", "H", "H", "H", "H", "C", "F", "F", "F", "S", "O", "O", "N", "S", "O", "O", "C", "F", "F", "F", "C", "C", "C", "O", "H", "H", "H", "H", "H", "H", "H", "H", "O", "H", "H", "O", "H", "H", "C", "C", "C", "O", "C", "N", "H", "H", "H", "H", "H", "H", "H", "H", "H", "H", "H", "C", "C", "C", "O", "C", "N", "H", "H", "H", "H", "H", "H", "H", "H", "H", "H", "H"],
  "positions_angstrom": [[-0.90389, -0.59793, 0.22385], [-0.00958, -0.99283, -0.02982], [-1.52371, -1.37189, 0.41592], [-1.27333, -0.11437, -0.58225], [-0.88028, 0.01730, 1.02450], [-0.79134, -3.79644, -2.36269], [-0.92157, -4.41443, -3.57814], [-0.03542, -4.50073, -1.51366], [-0.12836, -2.69727, -2.63601], [-2.58142, -3.31382, -1.60445], [-2.94473, -2.13640, -2.45535], [-3.38424, -4.50610, -1.90093], [-2.17242, -2.96387, -0.00878], [-3.26154, -3.74462, 0.74693], [-4.64963, -3.38934, 0.49802], [-3.07348, -5.21958, 0.74934], [-2.96165, -3.15604, 2.65762], [-3.86862, -3.52382, 3.48382], [-1.77616, -3.65631, 3.08408], [-2.82930, -1.78477, 2.59389], [0.84362, -5.65868, 1.30391], [2.38432, -5.23998, 1.21822], [2.56725, -4.00124, 0.37801], [2.80391, -5.00481, 2.50880], [0.30906, -4.77990, 1.66458], [0.74645, -6.48989, 2.00230], [0.48985, -5.91371, 0.30495], [2.81357, -6.12173, 0.74245], [2.47620, -4.26202, -0.67640], [3.48758, -3.41731, 0.36709], [1.76144, -3.27496, 0.48421], [2.62459, -5.76114, 3.07218], [-1.29556, 0.71659, 2.60689], [-2.22505, 0.84577, 2.41829], [-1.14904, 1.18905, 3.42638], [1.80078, -0.62733, -0.26678], [2.52186, -0.32986, -0.82157], [2.15075, -0.58790, 0.62327], [-1.12556, 0.50200, -4.53360], [-0.64747, 0.59280, -3.05747], [0.15345, 1.89316, -2.76592], [1.46845, 1.91276, -3.43747], [2.29499, 3.02435, -3.04717], [-1.88400, 0.58258, -2.24369], [-0.27648, 0.34454, -5.19871], [-1.65255, 1.42239, -4.78517], [-1.77916, -0.35907, -4.67304], [-0.06737, -0.26621, -2.72033], [0.32512, 1.85724, -1.69012], [-0.37407, 2.83442, -2.92028], [3.16676, 2.95780, -3.69809], [2.64777, 3.07836, -2.01725], [1.69047, 3.89842, -3.28940], [-2.60137, 0.02027, -2.67877], [-2.36035, 1.45448, -2.42532], [-0.00141, 3.58237, 0.79367], [1.03886, 4.32691, 1.59729], [0.54588, 5.78568, 1.99585], [1.71671, 6.37192, 2.47041], [1.75169, 7.68987, 2.99871], [1.19659, 3.57479, 2.83412], [-0.02743, 4.04911, -0.19100], [-1.02538, 3.67073, 1.15666], [0.05635, 2.49590, 0.72765], [1.99220, 4.32350, 1.06884], [-0.14452, 5.60696, 2.82018], [0.01607, 6.36284, 1.23804], [2.69711, 8.23166, 3.02570], [1.41008, 7.50489, 4.01713], [1.05590, 8.30190, 2.42478], [1.82526, 2.82102, 2.59597], [1.77652, 4.13197, 3.44513]]
}

=====

{
  "formula": "C13H39ClIMnN3OP3",
  "method": "ωB97M-V/def2-TZVPD",
  "mol_weight_g_mol": 563.69,
  "s_squared": 6.08,
  "multiplicity": 5,
  "orbital_gap_ev": [7.634, 3.922],
  "total_charge": 2,
  "lumo_energy_ev": [-6.24, -9.83],
  "e_homo_ev": [-13.87, -13.75],
  "species": ["C", "I", "H", "H", "H", "Mn", "P", "C", "C", "H", "H", "H", "H", "H", "H", "C", "H", "H", "H", "P", "C", "C", "H", "H", "H", "C", "H", "H", "H", "H", "H", "H", "Cl", "C", "N", "C", "P", "O", "N", "C", "C", "N", "C", "C", "H", "H", "H", "H", "H", "H", "H", "H", "H", "H", "H", "H", "H", "H", "H", "H", "H", "H"],
  "positions_angstrom": [[0.77849, 0.60201, 0.52975], [-1.21745, -0.10310, 0.98002], [1.72111, 0.02215, 0.54570], [0.62840, 0.82905, 1.59368], [0.86394, 1.58485, 0.04370], [0.11401, -0.75585, -1.66386], [0.76529, -2.64614, 0.02230], [1.48814, -2.62508, 1.71459], [-0.59596, -3.81910, 0.17779], [-0.17072, -4.81948, 0.34579], [2.23879, -4.47752, -0.41112], [-1.16262, -3.78909, -0.76118], [1.75353, -3.61089, -1.91304], [0.67763, -2.75659, 2.47336], [-1.25667, -3.52998, 1.00592], [2.07921, -3.50140, -0.87529], [2.21772, -3.48079, 1.77666], [2.99563, -2.90131, -0.82767], [2.05062, -1.66954, 1.91724], [-1.27971, 1.53823, -1.95010], [-1.26097, 3.11595, -1.00791], [-0.80420, 2.17597, -3.58316], [-3.19617, 0.23666, -2.61953], [-3.65445, 1.97846, -2.47232], [-3.44411, 0.93498, -1.01854], [-3.06627, 1.15208, -2.02851], [-0.79321, 1.34346, -4.29417], [-1.47299, 2.96671, -3.94558], [-1.95235, 3.84251, -1.46517], [-0.24834, 3.54613, -0.99927], [0.21790, 2.57376, -3.51495], [-1.58707, 2.96665, 0.03219], [-1.72192, -1.90160, -2.53147], [1.54303, 5.01136, 3.81339], [1.51584, 3.68649, 3.18046], [2.51414, 3.50885, 2.13216], [0.84163, 2.39866, 3.99572], [1.23723, 1.09817, 3.41178], [1.20264, 2.35951, 5.65095], [1.03474, 1.04286, 6.29956], [2.24689, 3.19084, 6.22351], [-0.77021, 2.83324, 3.80472], [-1.21512, 3.90193, 2.88750], [-1.84237, 2.01206, 4.36463], [2.52102, 5.15435, 4.32050], [0.72067, 5.12376, 4.54210], [1.42841, 5.75240, 3.00020], [3.55037, 3.56117, 2.53387], [2.37589, 2.54965, 1.61993], [2.40237, 4.33167, 1.39297], [0.88183, 0.23859, 5.56227], [1.94010, 0.80715, 6.86662], [0.18453, 1.07812, 6.99662], [2.62438, 2.66300, 7.10723], [3.09303, 3.33055, 5.53087], [1.84040, 4.17021, 6.51747], [-2.16404, 3.62492, 2.40202], [-1.30836, 4.85973, 3.44145], [-0.46451, 4.02657, 2.07263], [-1.88324, 0.99978, 3.89717], [-2.79283, 2.52033, 4.14590], [-1.70415, 1.87450, 5.45781]]
}

=====

{
  "formula": "C13H40AlBr2ClO7P",
  "method": "ωB97M-V/def2-TZVPD",
  "mol_weight_g_mol": 561.67,
  "e_above_lowest_kcal_mol": 0.0,
  "orbital_gap_ev": 6.086,
  "total_charge": -1,
  "lumo_energy_ev": 1.92,
  "e_homo_ev": -4.17,
  "species": ["C", "Al", "Br", "Br", "P", "O", "Cl", "H", "H", "H", "H", "C", "C", "O", "H", "H", "H", "H", "H", "H", "C", "C", "O", "H", "H", "H", "H", "H", "H", "C", "C", "O", "H", "H", "H", "H", "H", "H", "C", "C", "O", "H", "H", "H", "H", "H", "H", "C", "C", "O", "H", "H", "H", "H", "H", "H", "C", "C", "O", "H", "H", "H", "H", "H", "H"],
  "positions_angstrom": [[-1.12019, 1.04539, 4.23261], [-1.89531, 0.89319, 2.35048], [-2.67105, 3.00558, 1.51172], [-3.77442, -0.65297, 2.31697], [-0.30863, -0.11404, 0.90877], [-0.27606, -1.75611, 1.38216], [1.60978, 0.64272, 1.43658], [-1.30816, 2.01476, 4.69997], [-1.60444, 0.25668, 4.83312], [-0.05328, 0.79803, 4.24931], [-0.18322, -1.77633, 2.33606], [1.46327, 1.18124, 8.70848], [1.73672, 1.75437, 7.32943], [0.52868, 1.97875, 6.61787], [0.91079, 0.24430, 8.62674], [2.39418, 0.99524, 9.24973], [0.84931, 1.86802, 9.29755], [2.32868, 1.06084, 6.74077], [2.28955, 2.69829, 7.40658], [0.00496, 2.60042, 7.12728], [3.70962, 4.50083, 2.78973], [4.81554, 3.58081, 2.30684], [4.68267, 2.28229, 2.87291], [3.72649, 4.57700, 3.87805], [3.81719, 5.50143, 2.36484], [2.73043, 4.10658, 2.50938], [5.79149, 3.96543, 2.60522], [4.79922, 3.49771, 1.21459], [3.82655, 1.94068, 2.59946], [-3.72093, 1.15984, -2.81738], [-2.21048, 1.29092, -2.76027], [-1.67886, 0.54647, -1.67403], [-4.16626, 1.51119, -1.88513], [-4.13651, 1.73819, -3.64760], [-4.00949, 0.11394, -2.94141], [-1.92687, 2.33412, -2.61670], [-1.75466, 0.93418, -3.69238], [-1.92079, -0.37547, -1.80883], [-1.84739, -2.14602, -6.43392], [-1.28233, -1.98655, -5.03427], [-2.32699, -1.86440, -4.07212], [-2.47620, -1.28984, -6.68785], [-1.04944, -2.22875, -7.17281], [-2.47250, -3.03248, -6.49935], [-0.67336, -1.08524, -4.96488], [-0.65505, -2.84501, -4.77124], [-2.85991, -2.66001, -4.11763], [-4.81977, -3.02316, -9.92436], [-3.31074, -2.90042, -9.82335], [-2.80432, -3.66925, -8.73544], [-5.29083, -2.69254, -8.99791], [-5.20853, -2.42372, -10.74973], [-5.11286, -4.06431, -10.08218], [-3.02389, -1.86433, -9.64593], [-2.83311, -3.23494, -10.75075], [-3.04345, -4.58562, -8.89092], [4.69098, -0.95060, 4.49038], [4.14654, -2.26104, 3.96259], [2.76004, -2.17335, 3.64978], [4.14697, -0.64984, 5.38261], [5.75201, -1.03542, 4.73706], [4.57051, -0.15660, 3.75548], [4.25582, -3.04627, 4.71196], [4.69254, -2.56851, 3.06305], [2.63914, -1.49455, 2.97397]]
}